Entry from the OMol25 dataset: 10 unconnected molecules or ions with the total composition C27H68Cl6O21S7 at a distorted geometry (ωB97M-V with the def2-TZVPD basis set).

The geometry in XYZ format:
```
129
C27H68Cl6O21S7, DFT ωB97M-V with the def2-TZVPD basis set
C 8.128 2.191 8.402
C 7.613 2.619 7.010
O 6.615 1.587 6.619
S 5.774 1.819 5.268
C 5.532 0.019 4.871
O 4.502 2.421 5.605
O 6.570 2.413 4.214
H 8.698 1.274 8.253
H 7.376 1.993 9.167
H 8.753 2.982 8.815
H 7.135 3.598 7.056
H 8.372 2.759 6.240
H 5.047 -0.005 3.895
H 5.047 -0.533 5.676
H 6.514 -0.447 4.788
C 2.011 -10.210 4.652
C 2.285 -9.077 3.634
O 1.104 -8.253 3.601
S 1.319 -6.616 3.276
C 1.067 -6.836 1.425
O 0.222 -5.835 3.897
O 2.764 -6.294 3.454
H 1.760 -9.857 5.652
H 2.732 -10.994 4.883
H 1.182 -10.778 4.230
H 3.211 -8.600 3.953
H 2.522 -9.479 2.649
H 0.371 -6.067 1.089
H 0.828 -7.823 1.029
H 2.054 -6.526 1.084
C -0.918 -5.550 -6.027
C -1.493 -4.111 -6.051
O -0.819 -3.468 -7.151
S -1.267 -1.909 -7.552
C -2.659 -2.256 -8.622
O -1.751 -1.279 -6.320
O -0.193 -1.242 -8.365
H -1.429 -6.087 -6.826
H -1.149 -5.977 -5.051
H 0.172 -5.517 -5.997
H -2.566 -4.207 -6.219
H -1.310 -3.590 -5.111
H -2.292 -2.278 -9.648
H -3.431 -1.506 -8.452
H -3.137 -3.212 -8.412
C -0.545 5.364 -8.525
C 0.198 4.516 -7.560
O 1.145 5.361 -6.837
S 1.915 4.797 -5.502
C 2.932 3.499 -6.246
O 2.781 5.818 -4.943
O 0.934 4.196 -4.655
H -0.805 6.306 -8.042
H -1.429 4.940 -9.000
H 0.178 5.641 -9.292
H -0.553 4.073 -6.906
H 0.745 3.710 -8.048
H 3.691 3.224 -5.513
H 3.301 3.937 -7.174
H 2.232 2.675 -6.382
C -5.621 -3.787 6.371
C -4.747 -3.517 7.581
O -5.594 -3.174 8.719
S -5.478 -4.026 10.175
C -6.524 -5.423 9.730
O -4.162 -4.571 10.452
O -6.213 -3.290 11.157
H -6.213 -2.909 6.111
H -6.327 -4.609 6.484
H -4.889 -4.032 5.601
H -4.076 -4.344 7.814
H -4.043 -2.723 7.332
H -7.375 -4.885 9.311
H -6.750 -5.854 10.705
H -6.120 -6.103 8.980
C -5.607 4.292 -3.932
C -5.061 5.711 -4.093
O -6.216 6.572 -4.463
S -7.108 6.292 -5.823
C -7.236 8.101 -6.297
O -6.265 5.626 -6.875
O -8.459 5.836 -5.470
H -6.650 4.283 -3.615
H -5.054 3.732 -3.178
H -5.602 3.697 -4.845
H -4.664 6.177 -3.190
H -4.251 5.793 -4.818
H -7.740 8.653 -5.504
H -7.669 8.137 -7.296
H -6.218 8.491 -6.323
C 5.971 -2.366 -3.853
C 6.537 -2.682 -2.446
O 7.928 -2.674 -2.513
S 8.695 -2.106 -1.129
C 8.548 -0.269 -1.327
O 8.026 -2.615 0.071
O 10.117 -2.428 -1.290
H 5.822 -3.232 -4.498
H 6.489 -1.619 -4.454
H 5.015 -1.862 -3.714
H 6.317 -1.941 -1.678
H 6.255 -3.656 -2.046
H 8.932 0.224 -0.433
H 7.502 -0.024 -1.509
H 9.119 0.104 -2.177
Cl -0.809 5.988 1.613
C 0.969 5.734 1.673
C 1.731 6.711 0.729
Cl 1.524 8.347 1.364
H 1.045 4.740 1.233
H 1.319 5.730 2.705
H 1.273 6.706 -0.260
H 2.800 6.499 0.728
Cl -8.299 5.505 5.501
C -6.879 5.123 4.557
C -6.926 3.678 4.020
Cl -6.789 2.619 5.402
H -6.167 5.295 5.364
H -6.800 5.808 3.713
H -6.227 3.483 3.207
H -7.906 3.391 3.639
Cl -0.275 0.007 2.321
C -1.308 -0.591 1.003
C -0.606 -0.356 -0.393
Cl 1.032 -0.902 -0.440
H -2.248 -0.051 1.115
H -1.625 -1.616 1.194
H -0.579 0.716 -0.589
H -1.178 -0.870 -1.165
```

Summary:
Multiplicity = 1
Highest occupied orbital energy = -0.38605 Ha

These are the Mulliken partial charges, in e, on atoms 1 to 6:
1. C -1.142
2. C -0.251
3. O -0.241
4. S 1.092
5. C -0.901
6. O -0.592